Molecular formula: C79H104N6O11
Method: DFT, the ωB97M-V functional and the def2-TZVPD basis

```
200
Properties=species:S:1:pos:R:3:forces:R:3
C 2.58396 18.58863 1.70716 -0.19 0.00 -1.56
C 1.52094 18.10882 2.49573 0.35 -0.11 -0.45
C 0.94810 16.89271 2.20348 0.37 -0.45 0.10
C 1.43632 16.08253 1.17293 0.81 0.89 0.32
C 2.54987 16.53217 0.42879 -0.78 0.02 -1.02
C 3.07099 17.85576 0.60624 -0.76 -2.22 1.61
C 3.00101 15.63101 -0.72485 2.55 1.88 -0.07
O 4.00836 15.92405 -1.37813 -1.17 0.01 0.95
C 2.26233 14.42849 -1.08158 -0.25 0.40 -0.01
C 2.63142 13.74509 -2.22693 0.27 -0.05 -0.81
C 1.86538 12.69531 -2.67872 -0.35 -0.45 0.30
C 0.73794 12.30610 -1.95848 0.49 0.38 -0.60
C 0.37533 12.98384 -0.82579 -0.15 0.39 0.45
C 1.14779 14.09188 -0.37372 -2.06 -1.96 1.21
C 0.76816 14.77869 0.92901 -0.57 0.06 -0.24
O -0.08544 14.37860 1.70982 0.85 -0.13 -1.09
H 2.96836 19.59790 1.71118 -0.02 0.15 0.88
H 1.06568 18.58223 3.35306 0.44 0.73 -0.09
H 0.15773 16.54727 2.85338 -0.17 -0.21 -0.25
H 3.94493 18.15047 0.04429 -0.21 0.22 -0.21
H 3.48149 14.15588 -2.75136 0.11 -0.28 -0.15
H 1.99860 12.07340 -3.55159 0.82 0.49 -0.33
H 0.18064 11.50701 -2.42461 -0.42 -0.12 0.54
H -0.53366 12.64738 -0.34942 0.04 0.36 0.53
C 1.54250 -0.67138 11.63777 -1.50 -0.08 -0.87
C 0.52259 -1.27479 10.91763 -1.37 2.16 -2.12
C -0.18286 -0.48905 9.89645 0.58 -0.84 2.53
C -0.00241 0.90618 9.77966 1.89 -3.58 1.51
C 1.09644 1.45437 10.45545 -1.00 1.28 1.18
C 1.79522 0.68336 11.37855 1.18 -0.36 0.26
C 1.17931 2.99229 10.46230 2.06 -0.62 0.68
O 1.88021 3.62524 11.24610 -0.75 -0.96 -0.51
C 0.47117 3.68005 9.38583 -1.24 0.49 -1.03
C 0.71531 5.04348 9.14363 -1.25 -0.13 -0.74
C -0.08282 5.75884 8.21272 0.69 -1.55 0.19
C -1.07693 5.08141 7.44104 2.55 0.40 0.60
C -1.14331 3.70296 7.58493 -1.59 0.04 0.41
C -0.49708 3.00381 8.59655 0.30 0.89 0.72
C -0.89456 1.60166 8.93918 -1.76 0.20 -3.44
O -1.82843 1.00094 8.37356 1.21 1.61 1.03
H 1.95617 -1.29507 12.41641 0.65 0.56 0.17
H 0.10974 -2.24363 11.15704 0.38 -0.25 -0.17
H -1.01273 -0.96838 9.39847 0.03 0.14 -0.20
H 2.62642 1.10323 11.92555 -0.11 0.54 0.04
H 1.50057 5.54718 9.68774 -0.02 -0.02 0.08
H 0.26138 6.76966 8.05090 -0.66 0.28 -0.19
H -1.56460 5.60241 6.63040 -0.33 -0.04 0.15
H -1.91123 3.16254 7.05140 0.07 -0.16 -0.29
C -12.37319 -0.56645 -1.47621 -0.14 -0.10 -1.71
C -13.63201 -1.15033 -1.50769 0.14 0.04 -0.97
C -13.99412 -1.88663 -2.62612 -0.42 -0.82 0.13
C -13.17713 -2.18435 -3.77742 -1.06 0.18 0.89
C -11.91229 -1.61863 -3.80374 -1.23 1.71 2.00
C -11.59954 -0.78513 -2.60525 1.61 -1.23 -1.88
C -11.04318 -1.73899 -5.03918 0.92 -1.34 2.19
O -9.98844 -1.17204 -5.06646 0.93 1.34 -0.44
C -11.28578 -2.86559 -5.95902 -2.49 -1.38 0.20
C -10.33809 -3.39216 -6.81719 1.51 2.64 0.00
C -10.51591 -4.36414 -7.73711 -0.28 -0.88 0.63
C -11.72719 -5.02249 -7.69783 -0.65 -0.36 -0.10
C -12.75433 -4.57206 -6.86028 0.33 0.24 0.98
C -12.54039 -3.54126 -5.90511 -0.49 0.49 -0.75
C -13.66210 -3.08945 -4.90311 -1.31 -1.18 -0.19
O -14.83270 -3.51990 -4.95652 3.14 1.12 -0.06
H -12.09700 0.16500 -0.73115 0.36 -0.31 0.19
H -14.35653 -0.97558 -0.72607 -0.04 -0.15 0.06
H -14.98725 -2.28058 -2.46835 -0.14 -0.45 -0.96
H -10.57636 -0.43986 -2.58778 0.06 0.47 -0.19
H -9.36886 -2.92798 -6.92460 0.09 0.50 0.69
H -9.61513 -4.58795 -8.28927 -0.44 -0.60 -0.51
H -11.86272 -5.93477 -8.25978 -0.30 0.10 -0.33
H -13.70811 -5.07808 -6.88566 -0.08 -0.02 0.15
C -6.17049 -7.54397 1.95311 1.53 0.02 0.06
O -7.14383 -6.89815 2.08569 -3.86 1.67 2.21
N -5.39642 -8.17136 2.85091 -0.22 -1.01 3.46
N -5.59815 -7.57107 0.80097 2.82 -0.89 -4.95
H -4.61848 -8.78828 2.66563 -0.43 0.28 -0.19
H -5.80272 -8.22182 3.77420 0.26 -0.20 -0.07
H -5.87445 -6.94296 0.05987 0.03 -0.35 0.26
H -4.73782 -8.09798 0.75293 -0.14 0.48 -0.78
C -2.36955 -1.27406 -3.42747 -1.30 -1.33 -0.44
C -1.64661 -0.15815 -2.67522 0.53 0.68 -0.70
C -0.46194 0.43166 -3.58185 -2.61 -1.34 1.17
C -0.06108 1.79600 -3.07477 0.34 -1.92 -1.20
C -1.23972 2.71061 -3.31681 2.00 1.61 1.13
C -2.41101 2.34750 -2.43907 -1.05 0.19 -0.57
N -2.70519 0.89662 -2.54189 3.30 1.52 -1.97
O -3.79130 0.55597 -1.83049 -1.51 -0.94 1.85
C -2.11710 2.90630 -0.99659 -0.87 -0.47 -0.21
C -3.63941 3.09254 -3.00322 -0.70 -0.48 -0.14
C -1.11528 -0.77459 -1.35877 -0.45 0.50 -0.08
H -1.92051 -1.96971 -4.13637 1.36 0.18 0.39
H -3.18232 -0.97512 -4.08938 -0.12 1.00 0.12
H -2.88073 -1.94337 -2.73551 0.05 -0.10 0.33
H 0.33050 -0.31328 -3.50964 0.12 0.09 -0.31
H -0.90968 0.47562 -4.57466 0.43 0.02 -0.30
H 0.81721 1.93449 -3.70527 0.25 1.18 0.45
H 0.21467 1.53163 -2.05389 0.16 1.11 0.28
H -1.28223 3.02179 -4.36058 -0.98 -1.13 -0.41
H -1.00369 3.70406 -2.93542 0.38 0.27 0.34
H -2.43145 3.93700 -0.83245 0.08 0.28 -0.72
H -2.79665 2.39642 -0.31370 0.46 -0.49 0.29
H -1.06369 2.87079 -0.71880 -0.13 -0.46 0.14
H -3.43234 4.12423 -3.28753 0.07 0.18 0.67
H -4.04361 2.67432 -3.92507 0.54 -0.52 -0.22
H -4.49416 2.97102 -2.33783 0.12 0.59 0.34
H -2.00745 -1.05868 -0.80071 0.17 -0.43 0.15
H -0.54494 -0.13749 -0.68282 0.03 0.45 -0.31
H -0.47153 -1.62213 -1.59406 -0.26 -0.22 0.05
H -4.26629 -0.05737 -2.39600 -0.41 0.01 -0.12
C 7.19614 6.37559 -0.97199 -0.16 1.07 0.64
C 6.83598 6.61279 0.52088 -0.24 -1.44 0.38
C 7.31114 5.37347 1.26724 1.29 -0.36 1.11
C 7.43320 5.46388 2.81646 -0.59 -1.90 -1.32
C 7.82418 6.79469 3.33704 -0.71 0.93 -0.28
C 8.29505 7.85680 2.32099 -0.77 -1.08 -1.70
N 7.32970 7.82535 1.17690 -0.16 -0.84 0.72
O 7.53263 8.80078 0.19637 0.21 0.69 0.21
C 8.08227 9.20369 2.99981 1.20 -0.25 0.04
C 9.69770 7.53338 1.83236 1.66 0.52 0.19
C 5.32263 6.71898 0.59167 -0.51 1.34 -0.96
H 6.82797 7.25424 -1.50164 0.09 -0.21 -0.39
H 6.65774 5.48880 -1.30642 0.17 -0.01 -0.03
H 8.26634 6.28163 -1.15625 -0.02 -0.06 0.09
H 6.71187 4.49167 1.04053 -0.08 0.13 -0.30
H 8.32509 5.18524 0.91429 0.03 -0.26 -0.21
H 8.06064 4.66570 3.21312 0.37 -0.10 -0.43
H 6.45847 5.17609 3.21037 -0.18 0.20 0.17
H 8.57959 6.70826 4.11805 -0.32 0.28 0.24
H 6.82861 7.08867 3.66950 0.52 1.10 0.87
H 8.41632 10.06606 2.42289 -0.39 -0.11 -0.35
H 7.03053 9.23350 3.28450 0.20 0.40 0.07
H 8.74866 9.21183 3.86234 -0.28 0.05 0.44
H 9.89852 6.65791 1.21485 -0.99 -0.25 -0.05
H 10.15943 8.33161 1.25120 -0.28 0.37 0.01
H 10.39275 7.36173 2.65428 -0.03 0.24 0.43
H 4.78852 6.14125 -0.16269 -0.10 -1.05 0.71
H 5.06135 7.68835 0.16722 0.13 0.63 0.16
H 4.94232 6.77724 1.61151 -0.15 -0.66 -0.10
H 6.68772 9.25078 0.26875 0.09 0.63 -0.36
C 4.39481 -6.66095 4.03938 1.45 0.52 1.08
C 5.16137 -6.35018 5.40122 -1.82 1.44 0.67
C 4.31747 -7.03357 6.54561 -0.41 -1.16 0.03
C 4.95424 -7.55453 7.83327 0.57 0.05 0.21
C 6.30707 -8.21774 7.54286 -0.44 1.43 0.41
C 7.19531 -7.23076 6.70760 -1.03 1.17 0.97
N 6.51675 -6.92904 5.41491 -2.04 -1.24 1.45
O 7.31588 -6.26896 4.53219 1.31 1.24 -0.91
C 7.54630 -5.98555 7.62519 -0.66 0.31 -0.93
C 8.45442 -7.91317 6.45949 2.03 -2.25 -1.94
C 5.07461 -4.74011 5.58497 0.88 0.30 0.99
H 3.40978 -6.20105 4.11875 -0.13 -0.50 0.01
H 4.41990 -7.73245 3.84098 -0.40 0.02 0.06
H 4.88464 -6.14855 3.21136 0.14 0.05 -0.05
H 3.43064 -6.52009 6.91706 0.06 0.83 -0.75
H 3.88529 -7.95070 6.14540 0.03 -0.07 -0.63
H 4.27959 -8.27736 8.29205 -0.16 -0.25 -0.26
H 4.97200 -6.79064 8.61062 0.66 0.35 -0.13
H 6.11925 -9.20750 7.12671 0.32 0.18 -0.66
H 6.84508 -8.38794 8.47542 0.05 -0.04 0.08
H 6.77941 -5.21232 7.57955 -0.42 -0.31 0.41
H 7.73435 -6.29611 8.65295 -0.08 0.02 -0.05
H 8.40455 -5.41544 7.26954 0.37 -0.49 -0.18
H 8.90882 -8.34702 7.35022 0.04 0.39 0.09
H 8.29938 -8.75445 5.78396 -0.63 -0.69 0.23
H 9.20333 -7.46762 5.80472 0.09 1.14 0.71
H 4.86111 -4.40113 6.59868 0.14 -0.77 0.64
H 4.34297 -4.08155 5.11688 -0.48 -0.99 -1.07
H 6.00159 -4.19920 5.39465 0.38 -0.51 -0.37
H 7.14824 -6.69170 3.68674 0.17 -0.17 -0.12
C -0.42040 -11.24815 -11.20306 -0.92 1.17 0.87
C -1.11122 -10.40164 -10.01771 0.40 1.00 -1.60
C -2.49118 -9.78507 -10.52892 0.08 -2.71 1.08
C -3.65146 -10.84909 -10.48029 -0.06 1.38 -0.01
C -3.92335 -11.44398 -9.13345 1.79 0.60 0.14
C -2.58656 -12.07961 -8.57763 -1.36 -1.78 -1.61
N -1.33752 -11.26141 -8.79997 -1.36 1.12 0.36
O -0.15442 -11.90261 -8.33122 -1.05 0.58 -0.34
C -2.95437 -12.27517 -7.12125 2.08 -0.82 1.78
C -2.50338 -13.48764 -9.41229 0.55 1.08 0.83
C -0.21331 -9.11929 -9.65084 1.14 -1.32 0.63
H -0.11402 -12.18723 -10.74224 0.34 -0.02 -0.83
H 0.37230 -10.71164 -11.72448 0.51 -0.07 0.67
H -1.11088 -11.38035 -12.03604 -0.43 -0.60 0.34
H -2.62749 -8.93061 -9.86605 -0.75 0.03 -0.24
H -2.59531 -9.53613 -11.58500 1.28 0.63 0.06
H -3.51664 -11.69679 -11.15210 0.50 0.27 -0.42
H -4.47519 -10.26816 -10.89514 -0.57 -0.34 0.17
H -4.63794 -12.26294 -9.21575 -0.11 0.25 0.34
H -4.21586 -10.71019 -8.38240 -0.40 0.16 -0.27
H -3.62888 -13.08289 -6.83712 -0.89 0.30 -0.93
H -2.12724 -12.66823 -6.53008 0.83 0.15 -0.21
H -3.17878 -11.36002 -6.57331 -0.41 0.14 -0.42
H -1.94713 -14.27442 -8.90272 0.59 0.28 -0.02
H -3.42958 -14.00607 -9.66023 -0.45 0.59 0.23
H -2.05528 -13.18435 -10.35851 0.23 -0.52 -0.02
H 0.82795 -9.38607 -9.47001 0.12 -0.90 0.37
H -0.47142 -8.62897 -8.71218 -0.65 -0.09 -0.11
H 0.04581 -8.35342 -10.38186 -1.29 -0.06 -0.73
H 0.03390 -12.56345 -9.00161 0.29 -0.49 -0.10
```
Forces are in eV/Å.

total charge = 0
relative energy (zero: lowest compared OMol25 entry of this formula, charge and spin) = 669.26 kJ/mol
maximum force = 5.769 eV/Å
HOMO = -7.8 eV
orbital gap = 6.58 eV
SMILES string = O=C1c2ccccc2C(=O)c2ccccc21.O=C1c2ccccc2C(=O)c2ccccc21.O=C1c2ccccc2C(=O)c2ccccc21.CC1(C)CCCC(C)(C)N1O.CC1(C)CCCC(C)(C)N1O.CC1(C)CCCC(C)(C)N1O.CC1(C)CCCC(C)(C)N1O.NC(N)=O
multiplicity = 1


Molecular formula: C2H3O2P
Method: DFT, the ωB97M-V functional and the def2-TZVPD basis

```
8
Properties=species:S:1:pos:R:3:forces:R:3
C 0.75155 -0.74556 -0.74410 5.57 -1.41 4.97
C -0.36891 0.49465 0.73640 -0.14 -0.62 -0.24
O 0.82885 -0.18921 0.55442 0.24 -0.33 -2.19
O -1.12738 0.57683 -0.41839 -0.23 1.78 0.48
P -0.54618 -0.29883 -1.62226 -4.98 0.73 -5.52
H 1.67562 -1.13970 -1.09562 0.52 -0.17 -0.01
H -0.95795 -0.08424 1.32662 -1.66 -1.99 2.35
H -0.25560 1.38607 1.26293 0.69 2.02 0.17
```
Forces are in eV/Å.

total charge = 0
relative energy (zero: lowest compared OMol25 entry of this formula, charge and spin) = 99.77 kJ/mol
maximum force = 7.593 eV/Å
HOMO (alpha / beta) = -5.6 / -10.6 eV
orbital gap (alpha / beta) = 6.48 / 9.01 eV
multiplicity = 3